*1*
The following is a quantum chemistry calculation of C6H14Cl as an isolated structure, from the OMol25 dataset.

Values from the calculation:
E_LUMO (spin up / spin down) = 1.0 / -2.2 eV
⟨S²⟩ = 0.7544
Gap between HOMO and LUMO (spin up / spin down) = 10.8 / 8.6 eV
2S+1 = 2
HOMO level (spin up / spin down) = -9.7 / -10.8 eV

Atoms and positions in Å:
Cl -0.017 0.548 0.424
H -2.808 -0.673 0.716
C -3.107 -1.723 0.939
C -4.344 -2.319 0.200
C -5.658 -1.809 0.776
C -1.804 -2.498 0.459
C -1.666 -3.976 0.672
C -0.644 -1.840 1.177
H -3.252 -1.841 2.023
H -4.193 -2.181 -0.872
H -4.208 -3.402 0.427
H -6.589 -2.228 0.378
H -5.628 -2.046 1.849
H -5.680 -0.714 0.619
H -1.723 -2.155 -0.593
H -1.732 -4.198 1.725
H -2.392 -4.517 0.123
H -0.677 -4.255 0.296
H -0.658 -1.942 2.254
H 0.310 -2.185 0.771
H -0.643 -0.712 0.987

*2*
The following is a quantum chemistry calculation of a 2-piece molecular cluster, C6H14Cl overall, from the OMol25 dataset.

Values from the calculation:
E_LUMO (spin up / spin down) = 1.2 / -4.0 eV
⟨S²⟩ = 0.7526
Gap between HOMO and LUMO (spin up / spin down) = 11.6 / 6.5 eV
2S+1 = 2
HOMO level (spin up / spin down) = -10.5 / -10.5 eV

Atoms and positions in Å:
Cl -2.144 2.802 1.046
H 0.320 0.854 1.818
C 1.096 0.115 1.532
H 1.931 0.724 1.149
C 1.602 -0.901 2.538
C 0.454 -0.665 0.407
C -0.157 0.289 -0.587
C -0.938 -0.453 -1.662
C -1.349 0.669 -2.572
H 2.193 -0.390 3.277
H 0.812 -1.462 3.018
H 2.266 -1.505 1.916
H 1.131 -1.344 -0.133
H -0.376 -1.261 0.791
H -0.901 0.976 -0.100
H 0.590 0.971 -1.044
H -0.352 -1.283 -2.065
H -1.787 -0.884 -1.122
H -1.922 0.277 -3.401
H -2.009 1.234 -1.922
H -0.460 1.236 -2.884

Which is most stable, and by how much? *2*, by 10.5 kJ/mol.